Computed, not measured: C6H18CoO10P as an isolated structure in a non-equilibrium geometry, with ωB97M-V with the def2-TZVPD basis set.

Each line ends with the Löwdin spin population.
Cartesian coordinates (Å):
Co 6.894 7.582 6.716  2.70
P 5.440 8.091 8.926  0.00
O 5.847 9.343 9.605  0.00
O 4.347 7.132 9.384  0.01
O 6.875 7.147 8.663  0.05
O 5.266 8.346 7.315  0.09
C 9.272 7.595 4.958  0.01
C 9.614 8.839 4.274  0.00
O 8.767 9.893 4.505  0.00
O 8.687 7.674 6.214  0.07
H 10.234 7.018 4.931  0.00
H 8.621 7.029 4.312  0.00
H 9.728 8.676 3.173  0.00
H 10.641 9.117 4.623  0.00
H 8.341 9.792 5.351  0.00
H 9.457 6.822 7.627  0.00
C 9.705 8.325 10.394  0.00
C 10.256 8.018 8.975  0.00
O 9.905 6.705 8.471  0.00
O 8.413 8.893 10.602  0.00
H 10.480 8.919 10.950  0.00
H 9.705 7.364 10.901  0.00
H 11.395 7.879 9.026  0.00
H 9.942 8.892 8.330  0.00
H 7.456 7.212 9.502  0.00
H 8.087 9.461 9.924  0.00
C 5.341 4.995 5.728  0.00
C 4.851 4.761 7.134  0.00
O 3.718 5.533 7.367  0.00
O 5.594 6.371 5.525  0.04
H 4.605 4.627 5.026  0.00
H 6.266 4.443 5.561  0.00
H 5.626 4.932 7.862  0.00
H 4.548 3.700 7.152  0.00
H 3.969 6.117 8.155  0.00
H 4.884 6.838 6.031  0.00

Cartesian forces (eV/Å) of the 3 atoms listed first:
0.141 0.018 -0.689
-1.316 -0.047 -2.333
-0.105 -0.408 0.468

Results
net charge	-1
<S²>	3.757
2S+1	4
E_HOMO (alpha / beta)	-6.00 / -6.00	eV
frontier orbital gap (alpha / beta)	9.01 / 8.97	eV
energy relative to the best compared isomer or geometry (same formula, charge and spin)	0.000	eV